No. 1
C3H5NS2 | ωB97M-V/def2-TZVPD

Output
**Gap between HOMO and LUMO**: 7.4 eV
**SMILES string**: CC(=S)NC=S
**Relative energy (zero: lowest compared OMol25 entry of this formula, charge and spin)**: 293.1 kJ/mol
**Electronic energy**: -968.333435 a.u.
**Lowest unoccupied orbital energy**: -0.78 eV

Geometry (Å):
C1 -1.775 -0.110 -0.023
C2 -0.405 0.732 -0.060
C3 1.963 -0.187 -0.095
H1 -2.714 0.443 -0.618
H2 -2.073 -0.280 1.168
H3 -1.336 -1.113 -0.458
H4 0.315 -1.215 0.150
H5 2.122 -1.247 -0.031
N1 0.576 -0.117 -0.015
S1 0.038 2.249 -0.016
S2 3.289 0.844 -0.002

Atom charges from the natural (NBO) analysis, given in e for atoms 1 to 6: -0.666, 0.036, -0.076, 0.269, 0.250, 0.207

---

No. 2
C3H5NS2 | ωB97M-V/def2-TZVPD

Output
**Gap between HOMO and LUMO**: 7.9 eV
**Relative energy (zero: lowest compared OMol25 entry of this formula, charge and spin)**: 327.9 kJ/mol
**Electronic energy**: -968.320203 a.u.
**Lowest unoccupied orbital energy**: 0.17 eV

Geometry (Å):
C1 0.034 0.215 1.414
C2 1.780 0.282 2.952
C3 -1.212 -0.385 -2.117
N1 1.056 0.567 1.964
S1 -1.186 0.959 0.606
S2 -2.117 -0.486 -0.552
H1 1.429 -0.195 3.908
H2 2.839 0.353 3.084
H3 -1.121 -1.323 -2.677
H4 -0.137 -0.185 -1.791
H5 -1.609 0.329 -2.921

Atom charges from the natural (NBO) analysis, given in e for atoms 1 to 6: -0.073, -0.203, -0.786, -0.329, 0.242, 0.096

---

No. 3
C3H5NSSi | ωB97M-V/def2-TZVPD

Output
**Gap between HOMO and LUMO**: 10.3 eV
**SMILES string**: [SiH3]c1cscn1
**Relative energy (zero: lowest compared OMol25 entry of this formula, charge and spin)**: 9.0 kJ/mol
**Electronic energy**: -859.700047 a.u.
**Lowest unoccupied orbital energy**: 0.81 eV

Geometry (Å):
C1 -1.013 0.003 -1.503
C2 -2.417 -1.374 -0.044
C3 -0.589 -0.250 -0.236
N1 -1.401 -0.963 0.561
Si1 0.999 0.366 0.516
S1 -2.524 -0.830 -1.683
H1 -0.751 0.557 -2.403
H2 -3.178 -1.872 0.389
H3 2.081 -0.449 0.095
H4 0.740 0.710 1.884
H5 1.147 1.719 -0.296

Atom charges from the natural (NBO) analysis, given in e for atoms 1 to 6: -0.410, -0.106, -0.281, -0.432, 0.882, 0.368

---

No. 4
C3H5NSe | ωB97M-V/def2-TZVPD

Output
**Gap between HOMO and LUMO**: 9.6 eV
**SMILES string**: C[Se]CC#N
**Relative energy (zero: lowest compared OMol25 entry of this formula, charge and spin)**: 0.0 kJ/mol
**Electronic energy**: -2573.452100 a.u.
**Lowest unoccupied orbital energy**: 0.46 eV

Geometry (Å):
C1 -3.223 -0.697 0.190
C2 -0.465 1.640 1.392
C3 -2.770 0.625 0.083
N1 -3.626 -1.765 0.313
Se1 -0.834 0.937 -0.377
H1 0.038 1.047 2.149
H2 0.140 2.542 1.354
H3 -1.384 1.918 1.732
H4 -3.332 1.074 -0.742
H5 -3.046 1.131 0.990

Atom charges from the natural (NBO) analysis, given in e for atoms 1 to 6: 0.253, -0.777, -0.668, -0.304, 0.319, 0.225

---

No. 5
C3H5NaO4 | ωB97M-V/def2-TZVPD

Output
**Gap between HOMO and LUMO**: 7.6 eV
**Relative energy (zero: lowest compared OMol25 entry of this formula, charge and spin)**: 233.9 kJ/mol
**Electronic energy**: -580.527743 a.u.
**Lowest unoccupied orbital energy**: -0.59 eV

Geometry (Å):
H1 0.839 2.133 -0.718
C1 0.962 1.044 -0.640
O1 1.613 0.957 0.622
C2 1.120 0.164 1.615
O2 1.224 -1.063 1.393
O3 0.267 0.646 2.401
H2 1.623 0.656 -1.426
H3 -0.319 1.003 -0.668
H4 -0.772 -1.952 -1.407
C3 -1.473 -1.135 -1.162
O4 -1.831 -0.623 -0.069
H5 -2.012 -0.781 -2.061
Na1 -1.240 -1.050 2.121

Atom charges from the natural (NBO) analysis, given in e for atoms 1 to 6: 0.192, -0.279, -0.582, 0.962, -0.809, -0.829

---

No. 6
C3H5NiO4 | ωB97M-V/def2-TZVPD

Output
**Gap between HOMO and LUMO (alpha / beta)**: 9.3 / 7.7 eV
**<S²>**: 2.01
**Relative energy (zero: lowest compared OMol25 entry of this formula, charge and spin)**: 24.6 kJ/mol
**Electronic energy**: -1926.276820 a.u.
**Spin multiplicity**: 3
**Lowest unoccupied orbital energy (alpha / beta)**: -5.33 / -6.92 eV
**Net charge**: +1

Geometry (Å):
O1 -1.715 -1.974 -1.500
C1 -2.436 -1.142 -0.862
O2 -3.235 -1.316 0.033
O3 -1.780 0.102 -0.958
H1 -2.271 0.845 -0.589
C2 2.020 0.251 0.147
O4 1.456 -0.316 -0.789
C3 1.335 0.857 1.301
H2 3.092 0.487 0.023
H3 1.178 0.042 2.036
H4 0.475 1.432 0.918
H5 1.999 1.619 1.738
Ni1 -0.118 -0.885 -1.498

Atom charges from the natural (NBO) analysis, given in e for atoms 1 to 6: -0.768, 0.938, -0.539, -0.842, 0.549, 0.572

---

No. 7
C3H5O2 | ωB97M-V/def2-TZVPD

Output
**Gap between HOMO and LUMO**: 11.3 eV
**Relative energy (zero: lowest compared OMol25 entry of this formula, charge and spin)**: 144.7 kJ/mol
**Electronic energy**: -267.432989 a.u.
**Lowest unoccupied orbital energy**: -5.80 eV
**Net charge**: +1

Geometry (Å):
C1 1.831 -0.012 0.647
C2 -1.236 0.424 -0.157
C3 -0.390 -0.793 -0.467
O1 2.517 0.557 -0.056
O2 0.842 -0.972 -0.290
H1 1.379 -0.101 1.615
H2 -2.135 0.411 -0.759
H3 -0.561 1.397 -0.376
H4 -1.382 0.631 0.953
H5 -0.866 -1.540 -1.109

Atom charges from the natural (NBO) analysis, given in e for atoms 1 to 6: 0.683, -0.772, 0.543, -0.308, -0.461, 0.229

---

No. 8
C3H5O2S | ωB97M-V/def2-TZVPD

Output
**Gap between HOMO and LUMO**: 7.6 eV
**SMILES string**: C=C[S@@](=C)(=O)[O-]
**Relative energy (zero: lowest compared OMol25 entry of this formula, charge and spin)**: 385.8 kJ/mol
**Electronic energy**: -665.898797 a.u.
**Lowest unoccupied orbital energy**: 4.09 eV
**Net charge**: -1

Geometry (Å):
C1 1.165 -0.689 1.573
C2 -1.370 -0.254 -1.249
C3 0.131 -0.196 0.969
O1 -0.737 2.127 -0.344
O2 1.271 0.766 -1.132
S1 -0.151 0.815 -0.564
H1 1.228 -1.481 2.379
H2 2.163 -0.343 1.179
H3 -0.785 -0.624 -2.140
H4 -2.038 0.494 -1.731
H5 -0.877 -0.614 1.060

Atom charges from the natural (NBO) analysis, given in e for atoms 1 to 6: -0.429, -1.151, -0.438, -0.985, -1.020, 2.044

---

No. 9
C3H5O2S | ωB97M-V/def2-TZVPD

Output
**Gap between HOMO and LUMO**: 7.1 eV
**SMILES string**: O=C([O-])CCS
**Relative energy (zero: lowest compared OMol25 entry of this formula, charge and spin)**: 112.2 kJ/mol
**Electronic energy**: -666.002995 a.u.
**Lowest unoccupied orbital energy**: 3.13 eV
**Net charge**: -1

Geometry (Å):
O1 -2.420 -0.861 -1.309
C1 -1.751 -0.074 -0.606
O2 -2.138 1.057 -0.132
C2 -0.064 -0.324 -0.586
C3 0.599 0.362 0.539
S1 2.132 -0.606 0.726
H1 -0.041 -1.450 -0.752
H2 0.141 0.324 -1.514
H3 0.580 1.486 0.421
H4 0.258 0.067 1.508
H5 2.704 0.019 1.706

Atom charges from the natural (NBO) analysis, given in e for atoms 1 to 6: -0.768, 0.792, -0.811, -0.596, -0.495, -0.090

---

No. 10
C3H5O2S2 | ωB97M-V/def2-TZVPD

Output
**Gap between HOMO and LUMO**: 5.2 eV
**Relative energy (zero: lowest compared OMol25 entry of this formula, charge and spin)**: 624.5 kJ/mol
**Electronic energy**: -1064.000925 a.u.
**Lowest unoccupied orbital energy**: 0.78 eV
**Net charge**: -1

Geometry (Å):
C1 0.979 -0.119 -0.848
C2 -2.057 0.234 -0.265
O1 -2.254 1.090 0.554
O2 -1.934 0.188 -1.464
C3 1.189 -0.110 0.479
S1 -2.740 -1.749 0.563
S2 3.428 1.483 0.913
H1 1.515 0.649 -1.404
H2 0.403 -0.870 -1.371
H3 2.281 0.028 0.828
H4 0.686 0.377 1.315
H5 -1.496 -1.200 0.699

Atom charges from the natural (NBO) analysis, given in e for atoms 1 to 6: -0.218, 0.859, -0.650, -0.670, -0.315, -0.613

---

No. 11
C3H5O2S2 | ωB97M-V/def2-TZVPD

Output
**Gap between HOMO and LUMO**: 6.1 eV
**Relative energy (zero: lowest compared OMol25 entry of this formula, charge and spin)**: 273.8 kJ/mol
**Electronic energy**: -1064.134472 a.u.
**Lowest unoccupied orbital energy**: 1.53 eV
**Net charge**: -1

Geometry (Å):
C1 -0.360 -1.239 0.583
C2 -1.755 -1.823 0.216
O1 -2.375 -2.426 1.122
O2 -2.140 -1.460 -0.928
C3 -0.147 0.153 -0.051
S1 1.312 0.942 0.585
S2 1.731 2.265 -0.983
H1 -0.151 -1.263 1.654
H2 0.319 -1.998 0.091
H3 0.118 0.022 -1.119
H4 -1.121 0.766 -0.029
H5 2.381 -0.489 -0.173

Atom charges from the natural (NBO) analysis, given in e for atoms 1 to 6: -0.543, 0.763, -0.763, -0.788, -0.601, 0.459

---

No. 12
C3H5O2S2 | ωB97M-V/def2-TZVPD

Output
**Gap between HOMO and LUMO (alpha / beta)**: 5.0 / 5.0 eV
**Relative energy (zero: lowest compared OMol25 entry of this formula, charge and spin)**: 299.1 kJ/mol
**Electronic energy**: -1064.124827 a.u.
**Lowest unoccupied orbital energy (alpha / beta)**: 1.93 / 1.93 eV
**Net charge**: -1

Geometry (Å):
C1 1.384 -1.658 -0.186
C2 0.487 1.694 -0.575
C3 0.329 -0.770 0.608
O1 2.139 -1.939 0.725
O2 1.313 -1.844 -1.371
S1 -3.269 -0.381 0.432
S2 0.256 0.832 0.987
H1 1.321 2.449 -0.527
H2 -0.403 2.246 -0.838
H3 0.944 0.950 -1.372
H4 0.126 -1.135 1.632
H5 -4.627 -0.445 0.484

Atom charges from the natural (NBO) analysis, given in e for atoms 1 to 6: 0.751, -0.811, -0.278, -0.620, -0.649, -1.043

---

No. 13
C3H5O2S2 | ωB97M-V/def2-TZVPD

Output
**Gap between HOMO and LUMO**: 8.0 eV
**SMILES string**: CC(S)(S)C(=O)[O-]
**Relative energy (zero: lowest compared OMol25 entry of this formula, charge and spin)**: 39.3 kJ/mol
**Electronic energy**: -1064.223801 a.u.
**Lowest unoccupied orbital energy**: 3.39 eV
**Net charge**: -1

Geometry (Å):
C1 0.802 0.558 -0.999
C2 -0.679 0.309 1.026
C3 -0.009 -0.443 -0.113
O1 1.905 0.841 -0.506
O2 0.100 1.045 -1.903
S1 1.230 -1.671 0.610
S2 -1.208 -1.437 -1.080
H1 -0.959 1.340 0.745
H2 -0.091 0.517 1.958
H3 -1.718 0.011 1.314
H4 1.869 -0.597 1.009
H5 -1.243 -0.474 -2.060

Atom charges from the natural (NBO) analysis, given in e for atoms 1 to 6: 0.748, -0.655, -0.331, -0.749, -0.756, -0.120

---

No. 14
C3H5O3 | ωB97M-V/def2-TZVPD

Output
**Gap between HOMO and LUMO**: 7.5 eV
**Relative energy (zero: lowest compared OMol25 entry of this formula, charge and spin)**: 58.9 kJ/mol
**Electronic energy**: -343.065648 a.u.
**Lowest unoccupied orbital energy**: 3.71 eV
**Net charge**: -1

Geometry (Å):
O1 1.934 0.758 -1.784
C1 1.663 1.023 -0.640
C2 1.503 -0.044 0.394
H1 1.383 2.066 -0.414
H2 0.488 -0.330 0.659
H3 2.056 0.241 1.298
H4 2.068 -0.892 -0.001
O2 -2.230 -0.006 -0.763
C3 -2.752 -0.737 0.110
O3 -2.686 -1.952 0.337
H5 -3.427 -0.128 0.805

Atom charges from the natural (NBO) analysis, given in e for atoms 1 to 6: -0.533, 0.446, -0.727, 0.101, 0.286, 0.200

---

No. 15
C3H5O3 | ωB97M-V/def2-TZVPD

Output
**Gap between HOMO and LUMO**: 8.1 eV
**Relative energy (zero: lowest compared OMol25 entry of this formula, charge and spin)**: 80.9 kJ/mol
**Electronic energy**: -343.057284 a.u.
**Lowest unoccupied orbital energy**: 3.83 eV
**Net charge**: -1

Geometry (Å):
O1 3.017 0.944 1.006
C1 2.174 0.563 0.244
C2 0.699 0.638 0.380
H1 2.578 0.186 -0.817
H2 0.028 0.293 -0.404
H3 0.610 1.746 0.239
H4 0.304 0.202 1.297
O2 -1.573 -0.928 0.455
C3 -2.339 -1.151 -0.512
O3 -2.405 -2.203 -1.175
H5 -3.092 -0.291 -0.713

Atom charges from the natural (NBO) analysis, given in e for atoms 1 to 6: -0.570, 0.467, -0.746, 0.062, 0.278, 0.220

---

No. 16
C3H5O3 | ωB97M-V/def2-TZVPD

Output
**Gap between HOMO and LUMO**: 8.3 eV
**Relative energy (zero: lowest compared OMol25 entry of this formula, charge and spin)**: 32.8 kJ/mol
**Electronic energy**: -343.075592 a.u.
**Lowest unoccupied orbital energy**: 4.02 eV
**Net charge**: -1

Geometry (Å):
O1 -1.997 1.635 -0.541
C1 -1.354 0.804 0.061
C2 -0.048 1.144 0.724
H1 -1.749 -0.219 0.114
H2 -0.127 2.139 1.160
H3 0.205 0.445 1.511
H4 0.682 1.035 -0.092
O2 0.905 -2.960 -0.425
C3 1.110 -1.782 -0.766
O3 0.342 -0.983 -1.378
H5 2.031 -1.257 -0.369

Atom charges from the natural (NBO) analysis, given in e for atoms 1 to 6: -0.584, 0.472, -0.736, 0.131, 0.204, 0.213

---

No. 17
C3H5O3 | ωB97M-V/def2-TZVPD

Output
**Gap between HOMO and LUMO**: 7.8 eV
**SMILES string**: O=C([O-])CCO
**Relative energy (zero: lowest compared OMol25 entry of this formula, charge and spin)**: 66.9 kJ/mol
**Electronic energy**: -343.062597 a.u.
**Lowest unoccupied orbital energy**: 3.85 eV
**Net charge**: -1

Geometry (Å):
O1 1.637 -1.148 1.122
C1 1.058 -0.047 1.341
O2 0.838 0.517 2.421
C2 0.379 0.535 0.023
C3 -0.910 -0.101 -0.446
O3 -1.028 -0.334 -1.868
H1 0.093 1.625 0.225
H2 1.180 0.453 -0.726
H3 -1.731 0.602 -0.324
H4 -0.871 -0.907 0.301
H5 -0.646 -1.196 -2.069

Atom charges from the natural (NBO) analysis, given in e for atoms 1 to 6: -0.809, 0.760, -0.769, -0.550, -0.094, -0.742

---

No. 18
C3H5O3 | ωB97M-V/def2-TZVPD

Output
**Gap between HOMO and LUMO**: 7.9 eV
**Relative energy (zero: lowest compared OMol25 entry of this formula, charge and spin)**: 30.7 kJ/mol
**Electronic energy**: -343.076418 a.u.
**Lowest unoccupied orbital energy**: 3.72 eV
**Net charge**: -1

Geometry (Å):
O1 0.403 3.309 -0.596
C1 0.056 2.365 0.078
C2 -0.529 1.119 -0.439
H1 0.216 2.415 1.171
H2 -0.339 1.051 -1.506
H3 0.004 0.289 0.043
H4 -1.601 0.986 -0.318
O2 0.587 -1.647 0.587
C3 0.449 -2.882 0.410
O3 0.273 -3.789 1.237
H5 0.480 -3.214 -0.666

Atom charges from the natural (NBO) analysis, given in e for atoms 1 to 6: -0.566, 0.454, -0.763, 0.095, 0.216, 0.319

---

No. 19
C3H5O3 | ωB97M-V/def2-TZVPD

Output
**Gap between HOMO and LUMO**: 9.8 eV
**Relative energy (zero: lowest compared OMol25 entry of this formula, charge and spin)**: 610.5 kJ/mol
**Electronic energy**: -342.474880 a.u.
**Lowest unoccupied orbital energy**: -6.40 eV
**Net charge**: +1

Geometry (Å):
C1 0.196 -1.150 0.220
C2 1.236 -0.309 -0.214
C3 1.269 1.014 -0.031
O1 -2.273 0.918 0.379
O2 -1.498 0.187 -0.527
O3 -1.026 -1.040 0.055
H1 0.385 -2.276 0.477
H2 2.024 -0.979 -0.769
H3 2.085 1.721 -0.468
H4 -3.096 0.559 0.139
H5 0.699 1.355 0.740

Atom charges from the natural (NBO) analysis, given in e for atoms 1 to 6: 0.457, -0.405, -0.118, -0.332, 0.013, -0.141

---

No. 20
C3H5O3P | ωB97M-V/def2-TZVPD

Output
**Gap between HOMO and LUMO (alpha / beta)**: 6.3 / 8.4 eV
**Relative energy (zero: lowest compared OMol25 entry of this formula, charge and spin)**: 334.3 kJ/mol
**Electronic energy**: -684.298635 a.u.
**Lowest unoccupied orbital energy (alpha / beta)**: -2.24 / -1.00 eV

Geometry (Å):
C1 -3.225 0.424 -0.255
C2 -1.741 0.673 -0.434
C3 2.020 -0.462 0.753
O1 0.998 1.898 -0.409
O2 -3.831 0.217 0.762
O3 -0.859 0.185 0.424
P1 0.700 0.982 0.725
H1 -3.910 0.306 -1.166
H2 -1.340 1.106 -1.387
H3 2.589 -0.446 1.617
H4 1.639 -1.499 0.582
H5 2.642 -0.239 -0.013

Atom charges from the natural (NBO) analysis, given in e for atoms 1 to 6: 0.295, 0.143, -0.906, -1.009, -0.499, -0.683